This record from OMol25 describes an isolated molecule of C17H15F3N4O3S2 in a non-equilibrium geometry. The level of theory is ωB97M-V/def2-TZVPD.

net charge = 0
LUMO level = -0.886 eV
ΔE to the lowest compared entry with this formula, charge and spin = 1.700 eV
orbital gap = 7.6 eV
SMILES string = O=C(NC(=S)N1CCN(c2ccc(C(F)(F)F)cc2[N+](=O)[O-])CC1)c1cccs1

XYZ file:
```
44
C17H15F3N4O3S2 | OMol25 | ωB97M-V/def2-TZVPD
O 2.50 -1.79 -1.40
C 3.12 -2.44 -0.52
N 2.56 -2.79 0.65
C 1.23 -2.57 1.03
S 0.74 -3.62 2.28
N 0.31 -1.58 0.64
C 0.72 -0.17 0.73
C 0.01 0.64 -0.34
N -1.42 0.36 -0.31
C -2.33 1.43 -0.08
C -3.17 1.37 1.10
C -4.00 2.45 1.46
C -3.96 3.63 0.70
C -4.77 4.87 1.03
F -5.33 4.79 2.25
F -3.99 5.97 1.04
F -5.79 5.01 0.12
C -3.13 3.70 -0.42
C -2.36 2.62 -0.86
N -1.57 2.75 -2.03
O -1.46 1.74 -2.76
O -1.03 3.87 -2.24
C -1.88 -1.05 -0.34
C -1.13 -1.83 0.74
C 4.44 -2.90 -0.86
C 5.48 -3.29 -0.05
C 6.76 -3.60 -0.78
C 6.62 -3.34 -2.11
S 4.96 -2.83 -2.51
H 2.99 -3.48 1.20
H 0.47 0.19 1.77
H 1.80 -0.09 0.60
H 0.44 0.41 -1.34
H 0.20 1.70 -0.15
H -3.26 0.46 1.74
H -4.63 2.37 2.32
H -3.11 4.62 -0.99
H -2.97 -1.06 -0.19
H -1.69 -1.43 -1.33
H -1.39 -2.89 0.66
H -1.47 -1.44 1.72
H 5.39 -3.29 1.03
H 7.73 -3.88 -0.33
H 7.40 -3.58 -2.84
```